# 1
DFT (ωB97M-V/def2-TZVPD) results for 2 unconnected molecules or ions with the total composition C11H13Br2N2O6.

Bonds (Å) are listed after each position.
Element x y z (Å)
1 C 1.357 1.511 -1.050  C2 1.625, H12 1.138, H13 1.152, H14 1.131
2 C 0.617 2.927 -1.350  C1 1.625, Br3 2.028, C4 1.600, H15 1.134
3 Br 2.139 4.263 -1.463  C2 2.028
4 C -0.329 3.418 -0.157  C2 1.600, Br5 2.029, N6 1.473, H16 1.152
5 Br 0.114 2.459 1.576  C4 2.029
6 N -1.767 3.441 -0.473  C4 1.473, N7 1.394, C8 1.483
7 N -2.572 3.698 0.636  N6 1.394, H17 1.041, H18 1.032
8 C -2.227 2.303 -1.305  N6 1.483, C9 1.596, H19 1.150, H20 1.157
9 C -2.014 0.847 -0.687  C8 1.596, O10 1.266, O11 1.401
10 O -2.303 0.481 0.490  C9 1.266
11 O -1.504 -0.115 -1.569  C9 1.401
12 H 1.860 1.188 -2.019  C1 1.138
13 H 2.204 1.719 -0.298  C1 1.152
14 H 0.649 0.721 -0.658  C1 1.131
15 H 0.149 2.947 -2.383  C2 1.134
16 H -0.031 4.508 0.067  C4 1.152
17 H -3.240 4.465 0.415  N7 1.041
18 H -3.171 2.882 0.830  N7 1.032
19 H -1.830 2.311 -2.384  C8 1.150
20 H -3.371 2.430 -1.423  C8 1.157
21 C 2.234 -2.659 1.309  C22 1.333, C27 1.468, H31 1.082
22 C 2.064 -3.838 1.910  C21 1.333, C23 1.490, O30 1.363
23 C 0.915 -4.725 1.574  C22 1.490, O24 1.223, C25 1.462
24 O 0.807 -5.807 2.134  C23 1.223
25 C -0.048 -4.255 0.579  C23 1.462, C26 1.340, H32 1.081
26 C 0.114 -3.070 -0.025  C25 1.340, C27 1.497, O29 1.352
27 C 1.284 -2.192 0.292  C21 1.468, C26 1.497, O28 1.218
28 O 1.427 -1.128 -0.282  C27 1.218
29 O -0.779 -2.632 -0.942  C26 1.352, H33 0.985
30 O 2.938 -4.282 2.857  C22 1.363, H34 0.977
31 H 3.066 -2.009 1.544  C21 1.082
32 H -0.886 -4.902 0.359  C25 1.081
33 H -0.460 -1.749 -1.238  O29 0.985
34 H 2.596 -5.155 3.133  O30 0.977

LUMO energy ... 1.2319 eV
2S+1 ... 1
Net charge ... -1
HOMO ... -4.90 eV



# 2
DFT (ωB97M-V/def2-TZVPD) results for 2 unconnected molecules or ions with the total composition H7NP6.

Bonds (Å) are listed after each position.
Element x y z (Å)
1 N 1.320 1.652 0.523  P2 1.566
2 P 2.121 1.639 -0.822  N1 1.566, P3 2.245
3 P 3.511 -0.037 -0.274  P2 2.245, H8 1.472, H9 1.432
4 P -1.745 0.163 -1.671  P7 2.181, H10 1.400, H11 1.476
5 P -0.223 -1.039 1.148  P7 2.198, H12 1.378, H13 1.395
6 P -1.072 2.361 0.641  P7 2.138, H14 1.501
7 P -1.796 0.354 0.501  P4 2.181, P5 2.198, P6 2.138
8 H 2.816 -0.812 -1.316  P3 1.472
9 H 2.674 -0.485 0.798  P3 1.432
10 H -3.137 0.297 -1.597  P4 1.400
11 H -1.882 1.529 -2.211  P4 1.476
12 H -0.309 -0.613 2.455  P5 1.378
13 H -0.864 -2.268 1.303  P5 1.395
14 H -0.810 2.055 2.087  P6 1.501

LUMO energy (alpha / beta) ... -1.2332 / -1.2122 eV
2S+1 ... 1
Net charge ... 0
HOMO (alpha / beta) ... -7.34 / -7.94 eV
Energy above the lowest of the compared OMol25 structures with the same formula, charge and spin ... 169.64 kJ/mol



# 3
DFT (ωB97M-V/def2-TZVPD) results for 2 unconnected molecules or ions with the total composition C5H12OS.

Bonds (Å) are listed after each position.
Element x y z (Å)
1 S -0.125 -1.497 -1.812  C2 1.815, C3 1.819
2 C -1.091 -0.394 -0.742  S1 1.815, C4 1.596, H7 1.107, H8 1.107
3 C 1.086 -2.035 -0.565  S1 1.819, C5 1.495, H9 1.107, H10 1.107
4 C -0.164 0.696 -0.036  C2 1.596, C6 1.545, H11 1.107, H12 1.107
5 C 1.877 -0.908 0.017  C3 1.495, C6 1.560, H13 1.107, H14 1.107
6 C 0.929 0.029 0.828  C4 1.545, C5 1.560, H15 1.107, H16 1.107
7 H -1.844 0.037 -1.430  C2 1.107
8 H -1.625 -1.049 -0.026  C2 1.107
9 H 1.740 -2.744 -1.108  C3 1.107
10 H 0.488 -2.618 0.162  C3 1.107
11 H 0.336 1.379 -0.749  C4 1.107
12 H -0.758 1.315 0.664  C4 1.107
13 H 2.603 -1.147 0.818  C5 1.107
14 H 2.403 -0.298 -0.742  C5 1.107
15 H 0.539 -0.565 1.676  C6 1.107
16 H 1.454 0.909 1.247  C6 1.107
17 O -2.653 2.948 0.999  H18 0.984, H19 0.984
18 H -1.896 3.300 0.478  O17 0.984
19 H -3.299 2.643 0.321  O17 0.984

SMILES ... C1CCSCC1.O
LUMO energy ... 0.7050 eV
2S+1 ... 1
Net charge ... 0
HOMO ... -8.46 eV
Energy above the lowest of the compared OMol25 structures with the same formula, charge and spin ... 24.15 kJ/mol